[1]
The following is a DFT calculation (wB97M-V/def2-TZVPD) of a cluster of 9 separate species, C14H46N11O9 in total.

XYZ file:
```
80
Properties=species:S:1:pos:R:3:mulliken_charge:R:1
H 3.386 -3.228 -3.007 0.339
H -4.488 3.280 0.791 0.206
H -0.153 -0.738 -2.176 0.012
H -0.643 0.925 1.167 -0.532
N -1.037 -3.028 1.548 -0.165
O 1.827 5.122 -2.396 -0.715
C -0.106 -3.511 2.394 0.456
O 0.607 -4.497 2.212 -0.654
H 2.253 -3.155 1.330 0.272
O -3.512 4.349 2.768 -0.731
N 0.130 -2.606 3.421 -0.300
N 0.281 3.611 -3.100 -0.185
N 2.952 -2.545 1.749 -0.758
H -1.902 1.553 -2.210 0.279
O -2.541 2.109 -2.701 -0.652
H -4.933 1.526 -3.959 0.395
H -1.535 -1.525 -1.353 0.275
C -3.408 -1.488 -0.677 0.330
C 0.410 0.805 4.448 -0.908
H 0.820 0.451 5.401 0.467
C 3.601 -1.807 0.652 1.613
N -3.617 2.867 1.060 -0.282
H -0.354 2.848 -2.987 0.154
O 1.673 -1.346 -4.635 -0.759
N 0.063 -1.243 -3.029 -0.217
H -0.125 -0.663 0.479 0.177
H 4.800 -0.441 1.849 0.308
C 0.999 4.235 -2.151 0.445
H 1.942 -4.200 -2.851 0.251
C 1.489 1.469 3.612 0.446
H 0.533 3.946 -4.017 0.178
H 4.413 -2.262 -1.287 0.500
H -1.429 3.321 3.305 0.138
C 1.136 -0.744 -3.686 0.346
H 2.576 0.657 -3.494 0.204
C 3.791 -2.759 -0.528 -1.256
N -2.939 -0.584 0.251 -0.063
H -4.360 2.742 -2.032 0.413
H -1.576 -3.566 0.890 0.208
H -1.331 2.215 1.915 0.060
C 2.869 -3.943 -2.345 -0.863
N 1.695 0.352 -3.129 -0.261
O -4.550 -1.939 -0.660 -0.724
C -2.989 3.438 2.113 0.355
H -0.328 1.567 4.708 0.351
H 5.535 -0.913 0.243 0.379
H 3.510 -4.834 -2.297 0.298
H 4.373 -3.626 -0.182 0.319
N 0.696 3.822 -0.883 -0.296
H -3.956 0.129 -3.551 0.214
C -4.593 0.906 -3.129 -1.223
O 2.048 2.643 4.197 -0.543
H -5.417 0.427 -2.596 0.351
H -0.454 -1.988 -3.445 0.104
N -1.802 2.890 2.479 -0.197
H 2.958 -0.992 0.299 -0.267
N -2.461 -1.832 -1.589 -0.111
O -0.605 0.741 -0.908 0.566
C 4.938 -1.222 1.101 -1.640
H 0.310 2.891 -0.754 0.182
H -3.640 -0.377 0.940 0.260
H -2.092 -0.071 0.015 -0.669
H 2.404 -1.900 2.311 0.263
C -3.817 1.798 -2.176 0.478
H -0.718 -2.156 3.725 0.271
O 2.644 -3.279 -1.145 -0.168
H -0.058 -0.062 3.985 -0.049
H 1.054 4.250 -0.052 0.188
H 2.278 0.793 3.275 0.147
H -3.104 2.218 0.489 0.187
H 1.125 0.926 -2.517 0.134
H -3.735 1.392 -1.167 -0.477
H 5.533 -1.934 1.681 0.404
H 0.975 0.694 0.438 0.514
H 1.004 1.752 2.674 -0.256
H 0.660 -2.999 4.187 0.212
C -0.088 0.431 0.371 -0.293
H -2.727 -2.378 -2.383 0.182
H 2.214 2.376 5.110 0.335
H -1.378 -2.083 1.606 0.048
```

Results
**ΔE to the lowest compared entry with this formula, charge and spin**: 0.00 kcal/mol
**HOMO level**: -0.2378 Eh
**Total charge**: -1
**HOMO-LUMO gap**: 8.663 eV


[2]
The following is a DFT calculation (wB97M-V/def2-TZVPD) of an isolated molecule of C16H19BO2S.

XYZ file:
```
39
Properties=species:S:1:pos:R:3:mulliken_charge:R:1
H 3.192 2.769 3.683 0.327
C 0.037 0.827 0.213 0.556
C 0.506 1.819 -0.606 -0.884
C -1.372 -3.858 -0.508 -1.691
H -4.458 -0.932 -1.826 0.494
O -2.182 -0.132 -0.521 -0.679
H -3.947 -2.557 -1.964 0.395
H -2.154 -4.289 -1.151 0.348
C -3.616 -1.558 -1.861 -1.752
H -0.412 -4.392 -0.643 0.414
C 0.462 0.665 1.507 -0.572
B -0.814 -0.356 -0.248 1.027
H 1.968 1.346 2.945 0.141
C -2.632 -1.465 -0.646 1.310
H 6.226 4.576 0.909 0.497
C -1.011 -2.190 -2.454 -1.914
C 4.292 3.723 0.696 -0.871
C -3.325 -1.931 0.663 -1.712
O -0.312 -1.674 -0.223 -0.617
H -1.674 -2.724 -3.080 0.402
H 0.045 2.012 -1.572 0.393
H -0.043 -0.089 2.146 0.288
C 3.359 3.093 1.480 0.706
S 5.139 4.143 3.050 -0.164
H -4.199 -1.372 0.907 0.457
C 1.488 1.477 1.940 -0.674
C 3.728 3.135 2.803 -0.605
H -2.696 -1.891 1.582 0.237
H -3.560 -2.996 0.578 0.369
H -3.181 -1.303 -2.859 0.346
H -1.628 -3.948 0.542 0.398
C 1.542 2.610 -0.176 -0.566
C -1.285 -2.343 -0.966 1.494
C 2.128 2.342 1.056 0.909
H -0.018 -2.578 -2.688 0.424
C 5.359 4.199 1.353 -0.291
H -1.098 -1.158 -2.821 0.379
H 4.233 3.655 -0.350 0.380
H 1.912 3.343 -0.890 0.297
```

Results
**ΔE to the lowest compared entry with this formula, charge and spin**: 28.52 kcal/mol
**SMILES**: CC1(C)OB(c2ccc(-c3ccsc3)cc2)OC1(C)C
**HOMO level**: -0.3007 Eh
**Total charge**: 0
**HOMO-LUMO gap**: 8.811 eV


[3]
The following is a DFT calculation (wB97M-V/def2-TZVPD) of a structure of composition C27H42N6O10Sn.

XYZ file:
```
86
Properties=species:S:1:pos:R:3:mulliken_charge:R:1
C 1.006 -4.589 0.850 -1.746
H 0.236 -3.587 -1.608 0.495
N 2.335 0.116 -0.065 0.585
C 0.152 -1.462 -1.889 0.408
H -4.272 4.560 6.534 0.659
C -0.378 -2.755 -1.262 -1.127
O -2.310 0.917 2.091 -1.361
H -0.935 4.466 -0.343 0.367
H -4.719 1.673 0.378 0.338
H -2.428 2.724 0.725 0.076
H -2.416 3.764 3.035 0.265
C -2.931 3.895 5.066 -0.671
H -3.062 1.979 -1.633 0.744
H -1.897 -4.151 0.556 0.543
H 1.776 1.246 1.651 0.212
C -2.890 -2.229 0.393 -1.002
H 2.904 -3.190 0.464 0.663
H -0.926 3.484 -1.816 0.404
C -0.365 2.873 1.910 -0.708
H 4.412 -1.461 -0.743 0.518
C -3.374 1.197 2.620 0.272
N -0.420 -2.635 0.192 0.815
C -1.666 -3.113 0.806 -1.062
H 2.081 -2.420 -0.825 0.541
N -0.469 2.029 0.678 0.808
C -4.526 0.604 0.464 -1.389
C -2.600 3.084 3.862 1.432
C -4.101 3.907 5.689 -0.578
C -5.172 3.061 5.200 -1.506
H -5.418 0.056 0.177 0.647
O -7.380 2.452 5.402 -0.617
H 4.801 -2.049 0.874 0.469
H -1.825 -0.997 -0.797 -0.142
O 0.624 -1.442 -2.993 -0.615
C 2.142 -2.435 0.268 -1.615
H -3.432 -2.693 -0.431 0.539
H -1.678 0.947 -1.604 0.094
H 1.806 -0.709 2.660 0.260
H -3.571 -2.162 1.239 0.252
H -1.536 -3.074 1.890 0.542
H -4.753 0.475 -2.112 0.506
O 0.044 -0.399 -1.095 -0.654
H 1.075 3.209 -0.184 0.687
H -5.872 1.616 3.905 0.469
N -2.422 -0.868 0.013 1.045
C 4.318 -1.242 0.325 -1.792
H 1.476 -0.159 -0.613 -0.368
N -6.481 3.119 5.873 1.018
O -1.954 5.360 6.550 -0.596
H 0.095 -5.095 1.168 0.374
O -4.448 0.308 1.941 -0.400
H -1.380 -2.945 -1.659 0.528
H 4.858 -0.319 0.549 0.435
C 2.794 -0.900 2.249 -1.771
H -3.331 -0.475 -2.528 0.303
C -2.432 1.397 -0.957 -1.986
H -1.082 3.683 1.855 0.540
C 0.843 -3.069 0.870 -0.111
C -4.060 -0.281 -1.737 -1.687
C -3.342 0.212 -0.467 1.221
H 3.041 0.301 -0.777 0.566
H 2.873 2.061 0.559 0.670
H -2.435 4.151 -1.202 0.547
H 3.447 -0.080 2.550 0.503
N -1.885 4.848 5.463 1.053
H 1.800 -4.885 1.537 0.515
H 1.277 -4.955 -0.143 0.365
C -1.485 3.709 -0.905 -1.916
C -5.014 2.225 4.178 -0.222
H -4.630 -1.192 -1.548 0.516
O -1.062 5.110 4.599 -0.592
C 0.805 2.156 -0.092 -1.571
H 3.175 -1.805 2.726 0.456
H 0.646 1.772 -1.096 0.744
H -5.335 0.410 2.334 0.605
Sn -0.577 -0.364 1.262 1.901
O 0.311 1.164 3.378 -0.535
C -1.737 2.453 -0.069 0.704
C 1.990 1.429 0.599 -0.823
H 0.617 3.343 1.963 0.623
C -3.739 2.134 3.514 0.059
C 2.850 -1.122 0.744 1.587
C -0.476 2.060 3.201 0.134
H 0.743 -2.761 1.915 0.441
O -1.383 2.341 4.142 -0.316
O -6.568 3.857 6.825 -0.588
```

Results
**ΔE to the lowest compared entry with this formula, charge and spin**: 1.86 kcal/mol
**HOMO level**: -0.5112 Eh
**Total charge**: +2
**HOMO-LUMO gap**: 7.868 eV


[4]
The following is a DFT calculation (wB97M-V/def2-TZVPD) of the ion C4H5BO6 with charge -2.

XYZ file:
```
16
Properties=species:S:1:pos:R:3:mulliken_charge:R:1
O 0.847 -2.553 0.292 -0.745
O 2.103 -1.942 -1.490 -0.734
H 0.776 2.263 -0.080 0.364
H 0.388 2.243 1.693 0.125
O 0.267 0.226 -2.232 -0.467
O -1.803 -0.749 -2.303 -0.746
H -1.825 -0.770 1.312 0.220
C -0.028 2.079 0.574 -1.141
C 1.176 -1.833 -0.670 0.390
H 0.778 -1.104 1.852 0.298
O 0.595 -0.130 1.727 -0.790
H -0.842 2.767 0.418 0.302
C -0.734 -0.468 -1.800 0.240
C 0.249 -0.553 -0.806 0.802
B -0.200 0.343 0.588 0.617
O -1.745 0.182 0.925 -0.734
```

Results
**ΔE to the lowest compared entry with this formula, charge and spin**: 58.13 kcal/mol
**HOMO level**: -0.0395 Eh
**Total charge**: -2
**HOMO-LUMO gap**: 7.613 eV


[5]
The following is a DFT calculation (wB97M-V/def2-TZVPD) of an isolated molecule of C15H17BrN2O.

XYZ file:
```
36
Properties=species:S:1:pos:R:3:mulliken_charge:R:1
C -0.694 -2.853 -0.908 -0.210
C -1.380 1.276 2.057 -2.544
C -0.410 1.004 0.946 1.379
H 2.868 2.065 -2.427 0.348
N 0.366 -3.452 -0.484 -0.562
H -0.804 -1.890 2.197 0.482
H 0.208 0.908 -3.476 0.459
C 1.548 1.669 2.621 -1.961
H -3.530 -1.826 -0.460 0.333
C 0.417 -3.085 0.876 -0.511
H -0.196 -0.734 -3.169 0.444
C -0.844 0.590 -0.375 0.257
H 1.265 -3.348 1.523 0.386
H -1.000 1.038 3.009 0.447
C -0.451 0.256 -2.875 -2.056
C 2.498 1.034 -2.226 -2.088
C -2.597 -1.338 0.057 -0.647
N -1.412 -2.129 0.094 0.199
C -2.241 0.138 -0.539 -0.637
C 1.849 1.295 0.193 0.358
H -2.301 0.815 1.915 0.508
C 1.493 0.960 -1.148 1.068
H 1.883 2.716 2.774 0.399
H 3.419 0.531 -1.882 0.443
C 0.102 0.607 -1.411 0.999
O -3.070 0.972 -0.983 -0.608
C 0.959 1.361 1.198 1.033
H 2.186 0.580 -3.164 0.490
Br 3.732 1.580 0.409 -0.226
H -2.861 -1.100 1.067 0.369
H 0.890 1.456 3.453 0.337
H -1.514 2.379 2.032 0.339
H -0.777 -2.872 -1.996 0.450
H 2.514 1.196 2.906 0.420
H -1.505 0.493 -3.051 0.388
C -0.609 -2.289 1.248 -0.287
```

Results
**ΔE to the lowest compared entry with this formula, charge and spin**: 62.98 kcal/mol
**SMILES**: Cc1c(C)c(C(=O)Cn2ccnc2)c(C)c(C)c1Br
**HOMO level**: -0.3160 Eh
**Total charge**: 0
**HOMO-LUMO gap**: 9.038 eV